The ion C2H6N3 with charge +1. Source: the Open Molecules 2025 dataset; level of theory: ωB97M-V/def2-TZVPD.

CARTESIAN COORDINATES (ANGSTROEM)
C1 0.59 1.14 0.09
N1 0.04 -0.25 0.01
N2 1.19 -1.26 0.02
C2 -1.24 -0.28 -0.03
N3 -2.40 -0.28 -0.07
H1 -0.21 1.92 -0.18
H2 1.26 1.17 0.93
H3 1.19 1.16 -0.86
H4 0.97 -2.18 0.31
H5 1.77 -1.04 -0.79
H6 -3.17 -0.10 0.56

Output
* spin multiplicity: 1
* maximum force: 3.81 eV/Å
* SMILES: CN(N)C#[NH+]
* net charge: +1
* energy above the lowest of the compared OMol25 structures with the same formula, charge and spin: 84.57 kcal/mol



The molecule C7H14N2O3. Source: the Open Molecules 2025 dataset; level of theory: ωB97M-V/def2-TZVPD.

CARTESIAN COORDINATES (ANGSTROEM)
C1 1.90 -1.59 -0.62
C2 0.96 -1.11 0.43
C3 0.36 0.27 0.35
C4 1.46 1.39 0.58
N1 -0.08 0.48 -1.06
N2 -1.02 -0.27 -1.44
C5 -0.91 -0.45 -2.91
O1 -1.87 -0.95 -0.84
O2 -0.59 0.41 1.36
C6 -1.62 1.34 1.32
C7 -2.64 1.08 2.43
O3 -1.69 2.18 0.48
H1 1.48 -1.22 -1.62
H2 3.01 -1.29 -0.41
H3 1.85 -2.65 -0.62
H4 0.14 -1.80 0.52
H5 1.55 -1.24 1.41
H6 1.02 2.38 0.84
H7 1.81 1.73 -0.37
H8 2.17 1.14 1.36
H9 -0.07 0.06 -3.34
H10 -1.85 -0.04 -3.37
H11 -0.85 -1.51 -3.07
H12 -2.09 0.83 3.33
H13 -3.18 0.08 2.18
H14 -3.38 1.97 2.26

Output
* spin multiplicity: 1
* maximum force: 3.51 eV/Å
* SMILES: CC[C@@](C)(/N=[N+](/C)[O-])OC(C)=O
* net charge: 0
* energy above the lowest of the compared OMol25 structures with the same formula, charge and spin: 107.51 kcal/mol



A cluster of 10 separate species, C34H94N14O13 in total. Source: the Open Molecules 2025 dataset; level of theory: ωB97M-V/def2-TZVPD.

CARTESIAN COORDINATES (ANGSTROEM)
C1 7.11 1.83 -0.83
O1 5.75 2.10 -1.14
C2 4.74 1.25 -0.63
C3 4.59 -0.04 -1.54
C4 4.00 0.20 -3.01
N1 3.85 -1.05 -0.81
H1 7.69 2.64 -1.28
H2 7.50 0.88 -1.20
H3 7.41 1.93 0.21
H4 5.01 0.92 0.38
H5 3.92 1.97 -0.72
H6 5.60 -0.43 -1.67
H7 2.95 0.50 -3.03
H8 4.23 -0.61 -3.71
H9 4.69 0.91 -3.49
H10 4.28 -1.26 0.08
H11 3.89 -1.89 -1.37
C5 -0.78 -5.85 3.36
O2 -0.15 -4.69 3.75
C6 -0.89 -3.98 4.71
C7 -0.20 -2.63 4.95
C8 -0.73 -1.64 6.04
N2 -0.12 -1.91 3.72
H12 -1.05 -6.41 4.26
H13 -0.13 -6.46 2.73
H14 -1.58 -5.65 2.65
H15 -1.96 -3.88 4.51
H16 -0.76 -4.62 5.59
H17 0.87 -2.77 5.15
H18 0.03 -0.89 6.24
H19 -1.09 -2.08 6.96
H20 -1.59 -1.06 5.68
H21 -0.09 -2.66 3.05
H22 -0.97 -1.38 3.58
C9 1.03 6.40 -1.08
O3 1.47 5.51 -0.10
C10 2.74 5.73 0.33
C11 3.13 5.21 1.76
C12 3.25 3.71 1.81
N3 2.17 5.62 2.88
H23 0.08 6.08 -1.49
H24 1.66 6.40 -1.97
H25 0.83 7.43 -0.80
H26 3.63 5.43 -0.22
H27 2.95 6.80 0.44
H28 4.11 5.66 1.89
H29 3.56 3.42 2.82
H30 4.03 3.41 1.11
H31 2.33 3.23 1.47
H32 2.43 5.14 3.73
H33 1.21 5.43 2.63
C13 0.16 -2.12 -2.87
O4 -0.44 -1.53 -3.96
C14 -1.72 -0.89 -3.65
C15 -1.98 0.49 -4.18
N4 -1.16 1.40 -3.46
C16 -1.48 2.73 -3.92
C17 -0.99 3.96 -3.04
O5 0.45 4.12 -3.04
C18 1.34 3.09 -2.66
H34 0.61 -1.28 -2.34
H35 0.86 -2.60 -3.55
H36 -0.36 -2.87 -2.27
H37 -1.90 -0.83 -2.58
H38 -2.38 -1.63 -4.11
H39 -3.04 0.66 -4.01
H40 -1.86 0.45 -5.26
H41 -0.21 1.07 -3.37
H42 -2.55 2.89 -4.07
H43 -1.04 2.73 -4.92
H44 -1.36 3.86 -2.01
H45 -1.46 4.88 -3.38
H46 1.34 2.83 -1.60
H47 2.32 3.47 -2.95
H48 1.23 2.27 -3.37
C19 -7.60 5.38 -0.11
O6 -6.34 5.27 0.49
C20 -5.26 5.68 -0.25
C21 -4.70 4.46 -1.03
N5 -4.51 3.21 -0.30
C22 -4.30 2.02 -1.15
C23 -5.61 1.31 -1.51
O7 -6.03 1.90 -2.78
C24 -7.34 1.50 -3.04
H49 -7.67 4.61 -0.87
H50 -7.95 6.32 -0.53
H51 -8.28 5.08 0.69
H52 -4.40 5.88 0.41
H53 -5.45 6.57 -0.84
H54 -3.80 4.61 -1.63
H55 -5.36 4.37 -1.89
H56 -5.24 2.88 0.30
H57 -3.60 1.36 -0.65
H58 -3.72 2.36 -2.01
H59 -6.27 1.45 -0.65
H60 -5.58 0.24 -1.66
H61 -7.66 2.01 -3.95
H62 -7.95 1.95 -2.25
H63 -7.45 0.43 -3.18
C25 6.78 -10.32 -0.27
O8 6.23 -9.05 -0.77
C26 5.07 -8.63 -0.19
C27 4.42 -7.68 -1.19
N6 5.22 -6.55 -1.45
C28 5.33 -5.50 -0.40
C29 4.25 -5.16 0.73
O9 3.15 -4.53 0.08
C30 2.15 -3.80 0.78
H64 6.11 -11.16 -0.13
H65 7.17 -10.16 0.73
H66 7.61 -10.54 -0.94
H67 5.35 -8.13 0.74
H68 4.36 -9.38 0.16
H69 3.45 -7.33 -0.85
H70 4.16 -8.08 -2.17
H71 6.18 -6.86 -1.55
H72 5.47 -4.50 -0.81
H73 6.19 -5.81 0.20
H74 4.62 -4.64 1.62
H75 3.84 -6.06 1.19
H76 1.27 -4.38 1.06
H77 1.73 -2.98 0.20
H78 2.42 -3.58 1.82
N7 -2.74 4.44 1.67
C31 -1.48 4.32 1.33
N8 -0.72 5.31 1.70
O10 -1.08 3.28 0.87
H79 -3.43 3.86 1.22
H80 -3.12 5.32 2.01
H81 -1.18 6.19 1.89
H82 0.08 5.31 1.08
N9 -3.62 -4.39 0.59
C32 -2.80 -3.41 1.07
N10 -1.71 -3.47 0.33
O11 -3.18 -2.66 1.85
H83 -3.23 -5.18 0.10
H84 -4.56 -4.38 0.96
H85 -0.98 -2.83 0.59
H86 -1.77 -4.01 -0.52
N11 -5.35 -0.41 2.01
C33 -4.93 0.82 2.18
N12 -3.88 0.89 2.87
O12 -5.61 1.76 1.89
H87 -4.81 -1.25 2.16
H88 -6.29 -0.54 1.65
H89 -3.33 0.05 2.88
H90 -3.61 1.86 2.87
N13 -0.76 0.58 1.12
C34 0.27 -0.03 0.85
N14 1.23 0.84 0.80
O13 0.39 -1.27 0.79
H91 -0.89 1.55 0.87
H92 -1.60 0.01 1.08
H93 1.14 1.84 0.75
H94 2.11 0.47 0.48

Output
* spin multiplicity: 1
* maximum force: 9.43 eV/Å
* SMILES: COC[C@H](C)N.COC[C@H](C)N.COC[C@H](C)N.COCCNCCOC.COCCNCCOC.COCCNCCOC.NC(N)=O.NC(N)=O.NC(N)=O.NC(N)=O
* net charge: 0
* energy above the lowest of the compared OMol25 structures with the same formula, charge and spin: 105.36 kcal/mol